# 1
21 unconnected molecules or ions with the total composition C12H59N5O23S. Source: the OMol25 dataset; level of theory: ωB97M-V/def2-TZVPD.

Computed properties:
HOMO level   -8.47 eV
E_LUMO   -0.4 eV
Total charge   0

XYZ file:
```
100
Properties=species:S:1:pos:R:3:forces:R:3
O 3.29193 -0.55546 -3.61689 0.6 0.2 1.3
H 4.52137 1.08842 1.48460 0.8 -1.2 1.4
H 0.32653 8.53594 4.23718 -0.9 -0.6 -2.0
O 5.20220 -3.06730 -1.26530 -0.4 -0.7 0.8
C -0.31751 -2.57463 -0.56998 -1.3 -0.3 -1.0
H 3.45418 -3.11239 0.98118 0.2 -0.7 0.8
O -1.06733 -5.97676 2.58492 1.1 -1.8 0.4
H 0.06575 8.70639 2.62839 -0.2 -1.0 2.1
H 6.42872 -5.05090 1.81695 -2.0 0.9 0.3
O 8.07200 -0.62544 -0.99192 -0.7 -1.4 -0.7
N -0.06316 1.97650 0.88544 0.1 -1.5 -0.6
H 4.47607 -4.63133 -1.75837 -1.3 -1.2 -0.5
H 5.76692 -1.04511 1.43869 0.3 -1.1 -1.1
H -4.57608 -0.97519 -3.72072 1.8 -0.4 1.4
H 4.11043 -0.71024 -3.04254 -2.0 0.6 -1.0
H 3.13986 -5.15658 -2.54826 1.9 -0.3 1.3
H 1.33876 3.94392 -0.77807 1.5 -0.3 -1.2
H -3.10639 -3.90812 4.30546 2.1 0.1 -0.8
H -3.43317 -2.54814 -0.29311 -1.1 -0.9 -1.1
S 4.80830 -1.94870 -0.44382 2.7 2.6 -2.0
C 2.10011 -2.25115 -0.45021 0.1 1.7 -0.4
H 2.17024 -1.32544 -1.09784 -0.2 -1.2 0.2
H 2.05188 4.12419 -2.24240 -0.2 -1.1 2.0
O 5.58732 -4.49623 1.90714 0.3 -1.9 0.9
O 0.48470 6.40110 -1.55306 -1.6 -0.3 -0.9
H -0.47510 -1.96761 -1.49599 0.3 -0.6 0.6
O -5.18353 3.12618 2.76522 -2.0 0.0 0.1
H -3.99934 -1.77806 -2.41379 0.3 0.8 -1.1
C 0.77466 -2.10177 0.33776 -0.6 -1.5 -0.2
C -0.32022 5.34961 1.10465 -2.5 0.0 0.2
O -3.51380 -2.68926 1.76355 -1.2 -0.4 1.1
H -1.00284 0.48596 -3.92929 -0.3 -0.8 2.1
H -5.75211 2.90107 3.57133 1.0 0.6 -2.0
H -1.12943 -5.30257 -4.21436 0.7 1.1 1.9
O -3.76344 -1.10579 -3.13223 -1.9 -0.2 -0.4
H -2.90884 -2.80210 2.56669 -1.0 -0.1 -1.1
H 7.51776 -1.11001 -0.29783 0.8 0.7 -1.7
H -0.14286 -3.64809 -0.79028 0.0 0.7 -0.4
H -1.25186 -2.58590 -0.00322 -0.1 0.2 -0.1
O 4.79495 -0.70033 -1.24331 -0.5 -1.6 2.6
H -0.14500 -6.11905 2.19400 -2.0 0.2 1.0
H -8.07988 1.79992 -0.92795 2.0 -1.0 0.4
H -5.80118 3.37611 2.00378 1.0 -0.7 1.9
O -3.90214 -2.87167 -1.12927 -0.7 -0.8 1.7
O -0.76485 -4.71407 -3.47646 -1.0 -1.8 0.3
O 4.81376 0.39202 2.15787 0.8 1.9 0.1
C -1.01132 1.09804 0.64404 -1.0 2.3 1.2
H -3.60977 -0.09521 -0.51026 0.2 -0.1 -0.2
C -2.78176 2.85826 0.45739 1.1 0.7 0.2
N -1.68872 5.02062 0.99428 1.6 1.9 -0.6
H 1.46022 1.87539 -1.85907 0.1 -1.4 -0.7
H 2.64245 0.01629 -3.09245 1.3 -0.8 -0.6
H 4.91925 -5.02368 2.45417 1.7 0.9 -1.2
H -0.10639 6.44143 1.23531 0.5 -1.7 0.0
O -0.17158 8.15521 3.44303 1.2 1.6 -0.1
H 1.19584 -0.05501 0.10328 -0.5 0.0 0.7
C 0.69983 -3.04488 1.53334 0.3 0.0 2.0
H -4.64121 -3.50434 -0.85132 1.8 1.5 -0.3
H -6.54364 1.37539 -1.30877 -1.8 -0.1 1.4
H -1.23924 8.80466 0.24295 -0.9 -1.6 -1.4
O -4.37179 4.20259 -2.11678 -2.0 -0.4 0.4
N 0.47507 4.29979 1.03793 0.2 0.0 0.1
H -4.45364 -2.94378 2.03868 2.2 0.6 -0.4
H -2.44950 7.80391 -0.22509 2.1 0.6 -0.1
H 1.06645 -0.66425 1.83106 -0.7 0.7 -0.9
H 2.11057 -3.14352 -1.08109 -0.1 0.1 0.2
H 1.48435 -2.77661 2.29309 -1.0 0.0 -0.3
H 0.03930 5.75276 -2.18948 0.6 1.7 1.5
O -7.26150 1.30393 -0.59930 -0.1 1.1 -1.8
O 2.00574 3.53605 -1.42037 -1.1 1.5 -0.7
H -0.99560 -5.14194 -2.58907 0.3 0.7 -2.2
N -0.38593 3.26472 0.82709 -1.9 0.8 -0.3
H -1.88319 -4.58322 3.44912 -0.5 1.3 0.7
H -0.31272 -3.20154 2.02113 1.0 1.0 -0.5
H -1.88080 -0.25542 -2.76104 1.4 0.9 -0.8
H -4.56484 0.94935 0.49884 -0.6 0.2 0.3
H -5.03180 4.83409 -1.68164 1.2 -1.6 -1.0
H -3.39563 -0.20409 1.24178 -0.4 -0.1 -0.1
H -1.29155 -6.77652 3.16273 0.8 1.5 -1.4
H 5.53763 0.79774 2.73680 -1.7 -0.5 -1.4
H -3.76839 3.30645 0.26473 0.6 -0.5 0.4
O -1.00454 0.21166 -2.95537 -1.8 -0.2 -1.6
O -1.49976 8.09024 -0.42451 -1.2 1.1 1.6
N 6.05670 -1.80036 0.74073 -2.0 1.8 -0.5
H 0.43366 0.73926 -2.44273 1.7 0.3 0.5
O -2.19459 -3.73414 3.90282 -1.4 -1.3 0.3
C -3.61035 0.47302 0.41264 1.9 0.6 0.1
O 1.40457 0.93998 -2.24074 -1.3 1.1 0.5
H -4.85682 3.34229 -2.33677 0.8 2.1 0.6
C 0.59061 -0.68043 0.80363 2.5 1.2 0.2
H 3.24296 -1.33584 1.09970 0.1 0.3 0.7
C 3.30979 -2.19638 0.46420 -0.1 0.2 -1.2
H 7.88012 -1.04065 -1.89444 0.1 0.8 2.2
C -2.50087 1.54798 0.46390 1.1 -2.4 -0.2
C -1.67746 3.75278 0.72882 0.1 -1.0 0.3
O 3.89514 -5.44013 -1.93760 -0.7 1.4 -0.8
H 6.13381 -2.69320 1.17092 0.0 -0.9 0.6
H 0.95234 -4.05522 1.31705 0.5 -1.0 -0.9
H -0.21574 7.05482 -1.22779 0.9 -1.4 -0.8
O -0.73409 -0.21027 0.82218 -1.5 0.1 -0.5
```
Positions in Å, forces in eV/Å.

# 2
A molecular structure, C12H6HoN2O5S. Source: the OMol25 dataset; level of theory: ωB97M-V/def2-TZVPD.

Computed properties:
<S²>   6.005
Multiplicity   5
HOMO level (spin up / spin down)   -18.23 / -18.23 eV
E_LUMO (spin up / spin down)   -13.9 / -13.8 eV
Total charge   +3

XYZ file:
```
27
Properties=species:S:1:pos:R:3:forces:R:3
C -1.90564 2.13644 1.79285 0.2 -0.2 -0.3
Ho 0.24251 -0.37973 -1.80831 -0.1 0.5 2.6
C -0.69769 0.93457 3.55545 0.1 -0.1 0.2
C 0.26760 -0.38713 -4.28275 0.1 -0.1 -7.0
H 2.61581 -2.78392 1.15736 0.0 0.0 -1.0
C -0.05635 0.15388 2.61143 -0.4 0.4 -0.7
H -0.43346 0.71737 4.57947 -0.4 0.5 0.3
H 2.15211 -2.33455 -0.50434 0.2 -0.1 0.9
O 0.27041 3.18225 -2.11006 0.2 -5.5 -0.3
H -1.48928 1.51412 -0.26014 0.0 -0.1 0.5
H -2.09419 2.50906 3.91079 0.0 0.0 -0.1
S 1.14479 -1.13754 2.86479 -0.3 0.3 -1.2
C -2.13698 -0.41083 -2.12642 -7.7 0.1 0.0
C 1.24343 -1.32975 1.12617 -0.4 0.3 0.3
C 0.30210 2.02716 -2.14354 -0.1 7.0 0.1
O 3.80851 -0.38477 -2.11871 -4.3 0.1 -0.1
C -1.27053 1.35428 0.81421 0.6 -0.5 0.7
N 0.42451 -0.50621 0.44305 0.2 -0.2 -1.7
C 2.66319 -0.36773 -2.12744 5.8 0.0 -0.1
O -3.29641 -0.37836 -2.10665 5.9 -0.2 -0.2
N 2.05906 -2.22280 0.50143 -0.3 0.4 1.7
C -1.60924 1.91449 3.14752 0.3 -0.3 0.0
C 0.24447 -2.78991 -2.12407 0.0 -5.9 -0.2
C -0.34706 0.37338 1.26319 0.3 -0.2 -0.1
O 0.26703 -0.38513 -5.43991 0.0 0.0 5.5
O 0.25982 -3.93493 -2.12430 -0.1 4.3 -0.1
H -2.62853 2.91628 1.50892 0.4 -0.5 0.2
```
Positions in Å, forces in eV/Å.

# 3
A molecular structure, C12H6LiN9S2. Source: the OMol25 dataset; level of theory: ωB97M-V/def2-TZVPD.

Computed properties:
HOMO level   -0.38 eV
E_LUMO   3.8 eV
Total charge   -2
ΔE to the lowest compared entry with this formula, charge and spin   0.0 kJ/mol

XYZ file:
```
30
Properties=species:S:1:pos:R:3:forces:R:3
C -0.08745 0.04049 -4.20662 0.0 0.0 0.0
C -0.57840 0.86854 -2.22795 -0.3 0.3 0.4
N -0.82071 1.54312 0.08918 0.2 0.2 0.0
C -2.41629 3.10452 -0.04406 0.0 -0.1 0.0
C 3.59240 0.08124 -0.02207 0.1 0.1 -0.2
C -1.16381 1.68088 -1.15926 0.1 -0.3 -0.4
N -4.39949 -3.05057 2.06185 -0.1 0.0 0.0
N -0.83068 1.00482 -3.55767 0.0 0.0 -0.2
C -1.59444 2.42049 0.80158 0.0 -0.1 0.0
N -2.13632 2.61902 -1.30709 -0.1 0.2 0.0
N 2.46263 0.30382 0.14994 0.1 -0.2 0.0
S -0.12717 -0.23082 2.95281 -0.1 0.0 0.0
H -3.17493 3.84809 0.12516 0.0 0.0 0.0
C 5.50430 -0.95855 -0.81571 -0.1 0.0 -0.1
H -1.52249 2.45509 1.87689 0.0 0.0 0.0
C -2.13529 -1.78594 1.81008 -0.4 -0.2 -0.3
C -3.39605 -2.48637 1.97177 0.4 0.2 -0.1
H -2.62518 2.86343 -2.14738 0.0 0.0 0.0
C -2.36573 -1.19241 4.13830 0.2 0.0 -0.4
N -2.94987 -1.20515 5.13396 0.0 0.0 0.1
N 4.88326 -0.00469 -0.17268 0.1 0.1 0.2
H -0.10810 -0.07454 -5.27592 0.0 0.0 0.0
N 0.25823 -0.10052 -1.99268 0.2 -0.1 -0.2
C 0.57691 -0.62550 -3.21996 -0.1 0.0 0.1
N 6.16771 -1.74234 -1.36743 0.0 0.0 0.0
S -1.43263 -1.85062 0.21256 -0.1 0.0 0.1
H -1.43779 1.66972 -3.99765 0.0 0.0 0.0
Li 0.50180 -0.14930 0.42415 -0.2 -0.1 0.3
C -1.61672 -1.13615 2.89448 0.0 0.2 0.5
H 1.25702 -1.45550 -3.31232 0.0 0.0 0.0
```
Positions in Å, forces in eV/Å.

| no. | molecular weight (g mol⁻¹) | E_tot (eV) |
| --- | --- | --- |
| 1 | 673.68 | -78776.5909 |
| 2 | 455.19 | -62360.8765 |
| 3 | 347.32 | -47830.6768 |